[1]
Computed, not measured: 12 unconnected molecules or ions with the total composition C22H69NO12 in a non-equilibrium geometry, with wB97M-V/def2-TZVPD.

```
104
Properties=species:S:1:pos:R:3:mulliken_charge:R:1
H 3.2596 -13.4977 17.2140 0.305
H 6.8395 -11.8249 8.3970 0.384
H 1.0926 -18.4635 15.6979 0.392
H 3.9425 -11.7447 19.4613 0.416
O 8.9198 -10.0161 15.6154 -0.584
H 1.4932 -9.6810 18.7552 0.324
H 3.3830 -13.1219 14.6220 0.187
H 5.6934 -19.0709 10.7115 0.378
H 7.6073 -7.6834 15.7204 0.301
C 4.9684 -11.6545 19.1043 -0.342
H 4.3566 -18.0050 15.4483 0.215
H 6.9182 -12.5851 12.5158 -0.129
H 3.0969 -15.7656 15.0400 0.133
C 2.1350 -10.8674 16.3944 -0.667
N 7.6474 -15.3637 11.8631 -0.245
C 6.9981 -12.4544 10.3752 0.467
H 1.0467 -14.8595 15.9727 0.377
H 5.6278 -9.9767 15.5129 0.423
H 7.8159 -14.1962 10.6290 0.638
O 5.1482 -16.0866 20.0572 -0.602
C 5.0487 -14.4857 14.3363 -0.929
H 2.4536 -17.5218 14.4238 -0.528
C -0.3058 -19.2227 13.0161 -1.461
H 5.8248 -13.7217 14.2915 0.197
C 2.0938 -9.0281 18.1219 -0.922
C 7.7192 -9.7332 15.0152 1.348
C 1.7233 -17.8023 13.6648 -0.370
H 4.2331 -9.5412 20.6738 0.374
C 5.8174 -10.8481 20.0628 0.276
H -0.0117 -9.7427 16.8664 0.382
C 7.6319 -17.7400 12.1077 -0.770
H 1.8159 -8.0008 18.3574 0.381
H 7.9128 -18.6186 11.5271 0.399
H 8.7873 -15.1075 15.7656 0.234
O 8.0178 -15.2024 15.2042 -0.471
C 4.0982 -13.9029 16.6477 -0.259
H 4.9882 -17.2449 16.5952 0.163
C 8.1420 -16.5485 11.2777 0.424
C 7.7214 -8.2316 14.7852 -1.414
C 1.8427 -9.4192 16.6473 0.148
H 4.4554 -17.9243 11.1962 0.139
H 8.6134 -7.9507 14.2253 0.422
H 10.1739 -17.2534 10.9107 0.423
H 9.8876 -15.4790 10.6396 0.341
H 2.5013 -8.7592 16.0827 0.315
O 0.2874 -15.0388 16.5273 -0.702
H 4.9800 -11.1358 18.1457 -0.420
C 6.6008 -10.2507 15.9208 -1.096
H 8.0965 -17.7171 13.0934 0.233
O 2.7714 -14.8965 14.7943 -0.469
H 1.6853 -19.9057 13.7275 0.177
O 6.2150 -17.8147 12.2907 -0.148
H 1.8539 -11.2568 15.4159 0.395
H 4.9201 -13.1905 16.7188 -0.174
H 3.1519 -11.1741 16.6394 -0.117
H 10.0702 -16.0518 12.2199 0.319
H 7.1259 -10.9803 11.9834 0.341
C 9.6657 -16.3521 11.2533 -1.479
H 8.1820 -11.0979 9.2233 0.350
H 1.6058 -11.4966 17.1100 0.403
H 1.6128 -18.1022 17.7932 0.272
C 7.1260 -11.3447 9.3326 -1.610
H 6.5272 -10.4510 9.5079 0.382
H 6.6822 -15.4197 12.1554 -0.017
C 3.8201 -14.0110 15.0763 0.594
C 5.5282 -18.0472 11.0476 -0.776
C 0.9529 -19.1178 13.9034 0.874
H 6.6250 -11.3320 16.0566 0.182
H 2.4101 -17.9537 12.8321 0.075
H -0.8360 -20.1737 13.0674 0.362
H 7.4092 -15.7326 15.7188 0.251
H 5.2826 -16.2366 19.1214 0.280
C 5.2656 -9.4351 20.3411 -1.410
H 3.1074 -9.2462 18.4584 -0.034
H 6.0011 -15.7936 20.3782 0.316
H 4.8510 -14.9106 13.3522 0.505
H 1.1116 -16.9104 13.5286 0.409
H -0.1218 -19.0430 11.9569 0.352
H 7.7446 -16.5798 10.2632 0.301
H 5.7912 -17.4052 10.2069 0.295
H 9.6260 -9.7796 15.0096 0.370
H 0.5067 -15.8543 16.9780 0.350
H 6.5352 -9.8604 16.9364 0.278
H 5.9418 -11.3747 21.0090 0.343
O 0.5308 -19.0834 15.2271 -0.560
H -1.0954 -18.5008 13.2244 0.366
H 5.3295 -8.7251 19.5165 0.296
O 4.1754 -17.3239 16.0960 -0.501
H 7.6230 -10.2611 14.0664 -0.604
H 5.4550 -12.6279 19.0415 0.285
O 0.5131 -9.1490 16.3245 -0.584
H 6.0186 -12.9319 10.3507 0.224
O 7.9135 -13.4583 10.0228 -0.660
H 5.6774 -9.0074 21.2552 0.456
H 8.1156 -15.3043 12.7560 0.098
H 4.3682 -14.8252 17.1619 -0.054
O 1.6564 -17.5209 17.0340 -0.615
C 7.4221 -12.0018 11.7450 -0.617
O 7.1609 -10.8401 19.5574 -0.547
H 8.4886 -12.0677 11.9604 0.361
H 2.5929 -17.4061 16.8730 0.366
H 5.6625 -15.1333 14.9624 -0.137
H 6.8860 -8.0463 14.1099 0.348
H 7.6952 -10.2149 20.0527 0.311
```

Output
Calculated total energy, eV: -49990.9248
HOMO level, eV: -9.32
SMILES: COC[C@H](C)N.CC(C)O.CC(C)O.CC(C)O.CC(C)O.CC(C)O.CC(C)O.O.O.O.O.O
Net charge: 0
F_max, eV/Å: 2.54
Relative energy (zero: lowest compared OMol25 entry of this formula, charge and spin), eV: 1.3333



[2]
Computed, not measured: 2 unconnected molecules or ions with the total composition C9H17NO3Si in a non-equilibrium geometry, with wB97M-V/def2-TZVPD.

```
31
Properties=species:S:1:pos:R:3:nbo_charge:R:1
O -2.3352 -1.0469 1.1467 -0.920
O -0.5111 -1.8116 -0.7238 -0.925
C -3.2365 1.0446 -0.9544 -0.234
H 3.2108 2.0657 -0.7690 0.235
C 2.9903 0.9343 -0.4851 -0.312
H -3.5160 1.0341 -1.9911 0.184
C -2.4940 -1.4938 2.4352 -0.223
N 2.1144 -0.9087 0.4957 -0.537
H 0.6154 1.2606 1.8434 0.216
Si -1.2711 -0.5610 0.0563 2.123
H -3.5239 -1.9772 2.4856 0.175
H -0.1721 3.0355 0.8741 0.210
H -1.8128 -2.2786 2.5545 0.170
H 1.3974 3.1325 0.1356 0.196
H 3.6828 -2.2807 -0.0365 0.209
H -3.0335 2.0745 -0.7713 0.167
H -3.9985 0.7046 -0.2821 0.173
H -0.3660 -1.2943 -2.7211 0.190
H -2.4518 -0.9119 3.3086 0.182
C 0.2214 -1.6999 -1.9240 -0.262
C 0.4242 2.4546 0.2044 -0.642
C 3.3009 -1.2935 -0.1691 -0.078
H 1.3942 -1.6256 0.7222 0.428
H 0.7817 -2.5914 -1.9963 0.193
C 1.9161 0.4194 0.1952 0.061
H 1.0712 -0.9935 -1.9289 0.184
O -2.2168 0.1550 -1.0492 -0.915
H -0.0839 2.3771 -0.7577 0.212
C 3.8512 -0.2058 -0.7504 -0.304
C 0.7720 1.1092 0.7319 -0.380
H 4.5907 -0.1937 -1.5390 0.222
```

Output
Calculated total energy, eV: -25117.8846
HOMO level, eV: -7.25
Net charge: 0
F_max, eV/Å: 3.94
Relative energy (zero: lowest compared OMol25 entry of this formula, charge and spin), eV: 2.5598